(1)
ORCA calculation (the ωB97M-V functional and the def2-TZVPD basis) on C7H23Cl2N7O2PRu as an isolated structure.

XYZ file:
```
43
Properties=species:S:1:pos:R:3:nbo_charge:R:1
Ru 0.631 -1.122 -0.326 1.183
C -3.670 -0.032 -2.559 -0.439
N -3.530 0.155 -1.112 -0.347
C -4.585 0.915 -0.432 -0.448
C -2.499 -0.364 -0.459 0.677
N -1.308 -0.506 -1.011 -0.747
N -2.738 -0.760 0.828 -0.574
C -1.895 -1.471 1.620 0.674
N -2.398 -1.918 2.759 -0.719
N -0.654 -1.706 1.246 -0.742
H -4.722 -0.208 -2.783 0.271
H -3.096 -0.887 -2.907 0.224
H -3.387 0.857 -3.128 0.233
H -4.882 1.751 -1.063 0.269
H -4.252 1.305 0.527 0.224
H -5.489 0.313 -0.294 0.246
H -1.258 -0.169 -1.964 0.414
H -3.697 -0.697 1.143 0.453
H -3.344 -1.736 3.064 0.449
H -1.853 -2.492 3.386 0.443
H -0.151 -2.296 1.898 0.403
Cl 1.751 -3.460 0.038 0.128
C 1.716 -3.832 -1.698 -0.363
Cl 0.974 -2.408 -2.475 0.179
H 1.092 -4.705 -1.867 0.289
H 2.726 -3.969 -2.074 0.290
N 3.465 0.714 2.878 -0.663
C 3.964 1.066 1.510 -0.610
P 2.654 0.959 0.186 2.104
O 1.277 1.170 0.769 -1.132
O 2.719 -0.374 -0.554 -1.034
C 3.076 2.395 -0.931 -0.611
N 1.941 3.375 -1.030 -0.666
H 3.268 -0.286 2.965 0.452
H 2.603 1.225 3.102 0.463
H 4.167 0.945 3.595 0.481
H 4.784 0.400 1.235 0.297
H 4.350 2.084 1.539 0.274
H 3.332 2.012 -1.918 0.296
H 3.954 2.912 -0.545 0.279
H 1.416 3.410 -0.147 0.465
H 1.276 3.113 -1.762 0.456
H 2.272 4.322 -1.253 0.479
```

Computed properties:
- Net charge: +4
- E_LUMO (spin up / spin down): -14.53 / -14.05 eV
- Frontier orbital gap (spin up / spin down): 0.23234 / 0.25092 Ha
- E_HOMO (spin up / spin down): -20.9 / -20.9 eV
- Maximum force: 2.60 eV Å⁻¹
- Multiplicity: 2

(2)
ORCA calculation (the ωB97M-V functional and the def2-TZVPD basis) on a 6-piece molecular cluster, C7H23NO5 overall.

XYZ file:
```
36
Properties=species:S:1:pos:R:3:nbo_charge:R:1
C 1.368 -0.150 0.582 -0.205
C 0.056 -0.794 0.773 -0.452
C -0.895 -0.781 -0.426 -0.046
C -0.280 -1.191 -1.616 -0.372
C -2.388 1.001 0.034 -0.377
C -2.177 -0.286 -0.304 -0.060
C -3.174 -1.389 -0.498 -0.664
N 2.527 -1.043 -0.304 -0.843
H 1.352 0.800 0.168 0.185
H 1.708 -0.127 1.703 0.211
H -0.500 -0.376 1.518 0.238
H 0.051 -1.806 1.289 0.188
H -0.708 -0.999 -2.606 0.190
H 0.590 -1.894 -1.554 0.214
H -3.457 1.453 0.249 0.187
H -1.800 1.820 0.107 0.192
H -2.853 -2.170 -1.184 0.230
H -3.699 -1.616 0.499 0.246
H -4.014 -0.974 -1.093 0.233
H 2.231 -1.106 -1.286 0.361
H 2.582 -1.861 0.093 0.334
H 0.443 2.240 -0.293 0.473
H 0.410 3.677 -0.767 0.463
O 0.841 3.162 -0.115 -0.934
H 3.350 1.016 2.411 0.457
H 3.538 1.142 0.922 0.483
O 3.713 1.565 1.772 -0.938
H 1.015 2.084 -3.073 0.470
H -0.169 1.268 -3.519 0.468
O 0.706 1.142 -3.018 -0.932
H -0.644 -3.002 0.689 0.450
H -1.396 -3.417 -0.331 0.458
O -0.670 -3.810 0.120 -0.913
H 1.218 2.004 3.655 0.472
H 0.491 2.624 2.479 0.484
O 0.633 1.793 2.922 -0.951
```

Computed properties:
- E_LUMO: 0.13 eV
- Frontier orbital gap: 0.33068 Ha
- E_HOMO: -8.9 eV
- Maximum force: 8.58 eV Å⁻¹
- SMILES: C=C(C)C(=C)CCN.O.O.O.O.O
- Energy above the lowest of the compared OMol25 structures with the same formula, charge and spin: 126.0 kcal per mole

- Which of these has the highest maximum force?
  C7H23NO5

- What is the formula in the first record?
  C7H23Cl2N7O2PRu